102
Properties=species:S:1:pos:R:3:mulliken_charge:R:1 method="wB97M-V/def2-TZVPD" e_above_lowest_ev=1.931 total_energy_ev=-157801.4119 multiplicity=3 s2=2.014 homo_lumo_gap_ha="0.1913 / 0.1717" e_homo_ev="-7.00 / -7.00"
Mo 0.6317 0.1526 -0.2974 0.517
C -1.8074 -1.9176 1.8369 -0.584
O -1.4118 -0.5613 1.7568 0.593
C -2.4931 0.3523 1.7215 -0.986
C -3.2201 0.3920 0.3797 -0.501
O -2.3803 0.9870 -0.5870 -0.112
C -2.9390 0.9126 -1.8805 -0.688
H -2.3470 -2.1077 2.7748 0.390
H -0.8891 -2.5041 1.8192 -0.160
H -2.4274 -2.2192 0.9900 0.072
H -2.0449 1.3350 1.8880 0.116
H -3.2089 0.1172 2.5227 0.519
H -4.1393 0.9889 0.4945 0.639
H -3.5029 -0.6189 0.0569 -0.031
H -3.9660 1.2958 -1.8856 0.414
H -2.9392 -0.1176 -2.2498 0.065
H -2.3304 1.5274 -2.5377 0.225
C 1.3691 4.2774 0.1976 -1.099
O 1.3930 2.8747 -0.0635 0.208
C 0.3565 2.0993 0.3783 0.399
O -0.5250 2.5922 1.0601 -0.649
H 1.4768 4.7984 -0.7524 0.312
H 2.1985 4.5322 0.8540 0.209
H 0.4273 4.5411 0.6798 0.432
F 2.3913 0.4111 -0.8074 -0.608
O -2.9822 -2.3992 -1.4812 -0.265
C -2.2042 -3.4552 -1.8474 0.759
C -2.7851 -4.6142 -2.3453 -1.113
C -2.0042 -5.6957 -2.7078 -0.626
C -0.6230 -5.6207 -2.6136 -0.947
C -0.0357 -4.4745 -2.1221 -0.706
C -0.8090 -3.3850 -1.7050 0.244
C -0.1093 -2.2119 -1.1512 0.626
O 1.1419 -2.1811 -1.0915 -0.709
O -0.7358 -1.1996 -0.6994 1.049
H -3.8964 -2.5854 -1.7364 0.302
H -3.8626 -4.6662 -2.4447 0.390
H -2.4835 -6.5971 -3.0579 0.408
H -0.0183 -6.4606 -2.9226 0.439
H 1.0389 -4.3901 -2.0389 0.490
O 3.3117 0.8952 -10.0119 -0.675
S 1.9261 0.8381 -9.5909 1.177
O 1.5247 -0.3879 -8.9377 -0.663
O 0.9442 1.4158 -10.4849 -0.678
C 1.9084 2.1004 -8.2237 0.152
N 2.2464 3.3254 -8.5446 -0.463
C 2.1785 4.2257 -7.5732 -0.401
C 1.7706 3.8948 -6.2898 -0.715
C 1.4532 2.5533 -6.0543 -0.036
N 1.5344 1.6646 -7.0553 -0.348
C 1.0444 2.0131 -4.7652 1.474
C 1.2458 0.6516 -4.5000 -1.281
C 0.9203 0.1395 -3.2690 -0.654
N 0.3540 0.8648 -2.2833 0.866
C 0.0685 2.1465 -2.5796 -1.298
C 0.4137 2.7589 -3.7605 -1.477
H 2.4630 5.2357 -7.8425 0.417
H 1.7325 4.6344 -5.5054 0.404
H 1.6772 0.0258 -5.2624 0.653
H 1.1210 -0.9030 -3.0508 0.741
H -0.4758 2.6993 -1.8252 1.267
H 0.1721 3.7998 -3.9106 0.499
C 4.2803 2.1435 0.8866 -0.983
Si 3.3028 1.4476 2.3851 0.391
C 4.7518 1.2757 3.6478 -1.132
C 2.1407 2.7214 3.2369 -0.828
As 1.8276 -0.4289 1.8621 0.100
Si 3.4511 -2.1507 1.3738 0.827
C 2.5862 -3.8542 1.5348 -0.860
C 4.2002 -1.8974 -0.3616 -0.907
C 4.8925 -2.1354 2.6446 -1.079
Si 1.0251 -0.8778 4.1121 0.989
C -0.4604 0.2608 4.5505 -1.093
C 0.5822 -2.7276 4.4425 -1.490
C 2.3383 -0.5612 5.4846 -1.275
H 4.6392 3.1456 1.1039 0.476
H 3.7009 2.1945 -0.0274 0.015
H 5.1543 1.5276 0.6922 0.362
H 5.1852 2.2612 3.7964 0.402
H 5.5392 0.6340 3.2715 0.298
H 4.4562 0.9086 4.6211 0.361
H 2.5896 3.7083 3.2843 0.469
H 1.9257 2.4178 4.2576 0.307
H 1.1924 2.8140 2.7168 0.071
H 1.7252 -3.9102 0.8747 -0.043
H 2.2529 -4.0346 2.5524 0.280
H 3.2589 -4.6618 1.2643 0.464
H 3.4315 -1.9842 -1.1219 -0.019
H 4.9698 -2.6298 -0.5839 0.499
H 4.6407 -0.9082 -0.4532 0.250
H 4.5594 -1.8232 3.6287 0.181
H 5.6811 -1.4617 2.3288 0.292
H 5.3302 -3.1225 2.7379 0.435
H -1.4109 -0.2200 4.3620 0.271
H -0.4353 1.1677 3.9556 0.170
H -0.4436 0.5465 5.5959 0.554
H 0.1488 -3.2320 3.5863 0.351
H -0.1239 -2.8109 5.2635 0.444
H 1.4757 -3.2725 4.7326 0.424
H 2.4859 0.4951 5.6795 0.332
H 3.2981 -0.9949 5.2226 0.256
H 2.0190 -1.0212 6.4148 0.442

=====

98
Properties=species:S:1:pos:R:3:mulliken_charge:R:1 method="wB97M-V/def2-TZVPD" e_above_lowest_ev=0.000 total_energy_ev=-152230.8894 charge=-2 homo_lumo_gap_ha=0.0893 e_homo_ev=0.18
Na 14.5667 11.3658 18.1867 0.741
C 16.7299 14.8121 17.7322 -1.109
O 16.4170 13.7905 18.6710 0.282
C 17.2447 13.8675 19.8448 -0.723
C 16.9770 12.6571 20.7128 -0.290
O 17.2455 11.5062 19.9519 -0.052
C 17.2111 10.2885 20.6987 -0.432
C 17.3704 9.1154 19.7485 -0.737
O 16.2642 9.1426 18.8211 0.369
C 16.3625 8.1954 17.7594 -0.980
H 16.5418 15.8189 18.1152 0.350
H 16.1041 14.6519 16.8445 0.213
H 17.7884 14.7775 17.4334 0.366
H 17.0372 14.7983 20.4085 0.387
H 18.3333 13.9049 19.5711 0.329
H 15.9265 12.6462 21.0707 -0.047
H 17.5703 12.6623 21.6526 0.409
H 16.2489 10.1466 21.2342 -0.065
H 17.9988 10.2573 21.4953 0.324
H 17.3656 8.1584 20.2825 0.412
H 18.3360 9.1921 19.2005 0.309
H 16.6121 7.1839 18.1018 0.461
H 17.0874 8.5078 17.0060 0.263
H 15.3831 8.1510 17.2686 0.146
N 13.1792 12.7636 20.0438 1.043
C 12.9699 14.1940 19.9172 -0.464
C 12.1801 14.6254 18.6677 -0.706
C 12.8390 14.5013 17.2885 -0.543
N 13.0202 13.1371 16.8090 -0.085
H 12.2991 12.2938 19.8061 -0.449
H 13.4519 12.5160 20.9998 -0.403
H 13.9317 14.7319 19.9338 0.076
H 12.4024 14.5900 20.7872 0.314
H 11.9534 15.7135 18.8143 0.407
H 11.1874 14.1347 18.6711 0.182
H 13.8313 14.9725 17.3136 0.161
H 12.2293 15.1308 16.6042 0.360
H 13.3933 13.1388 15.8616 0.149
H 12.1185 12.6711 16.8352 -0.095
S 10.4681 11.4027 18.1695 -0.557
C 10.9066 9.9631 17.4199 0.455
S 12.3059 9.0641 17.5736 -0.187
C 9.8924 9.4434 16.4860 0.120
C 8.7616 10.1943 16.0879 -0.072
N 7.8155 10.7888 15.7348 -0.734
C 9.9246 8.1775 15.8882 0.028
N 9.8970 7.1194 15.3767 -0.770
N 18.5443 11.1316 11.8732 0.011
C 19.7397 11.2298 11.1452 0.566
C 20.0515 11.1265 9.7898 -0.959
C 21.3941 11.3060 9.4613 -0.374
C 22.3807 11.5618 10.4247 -0.447
C 22.0836 11.6110 11.7802 -0.715
C 20.7399 11.4640 12.1529 0.518
N 20.1530 11.4975 13.4123 -0.606
C 18.8567 11.2766 13.2078 -0.236
C 17.8821 11.2496 14.2538 1.407
C 18.2802 11.4234 15.5735 -0.919
C 17.2805 11.4741 16.5569 -0.375
N 15.9813 11.2875 16.3100 0.516
C 15.6220 11.0788 15.0394 -1.249
C 16.5215 11.0400 13.9919 -0.663
H 17.6565 10.8931 11.4630 0.193
H 19.2833 10.9326 9.0455 0.366
H 21.6708 11.3092 8.4098 0.347
H 23.3954 11.7380 10.1080 0.379
H 22.8449 11.8211 12.5313 0.407
H 19.3346 11.5830 15.8357 0.495
H 17.5574 11.6119 17.5923 0.440
H 14.5497 10.8903 14.8479 0.546
H 16.1672 10.8222 12.9836 0.253
C 13.4901 9.9588 24.3312 -1.077
Si 12.2512 10.0565 22.8392 -0.068
C 10.7526 8.9490 23.1590 -1.073
C 11.5180 11.8378 22.7134 -1.004
As 13.3626 9.4254 20.8420 0.378
Si 13.1710 7.0877 20.9977 -0.065
C 14.2595 6.1842 19.7222 -0.816
C 13.7505 6.5157 22.7505 -1.085
C 11.3834 6.5220 20.6109 -0.836
H 12.8773 10.2432 25.2181 0.298
H 14.3395 10.6712 24.2372 0.231
H 13.9043 8.9314 24.4484 0.226
H 10.2878 9.3634 24.0687 0.382
H 11.0518 7.9001 23.3478 0.259
H 10.0094 8.9904 22.3302 0.226
H 10.8141 11.9113 23.5865 0.414
H 10.9098 12.0181 21.8004 0.201
H 12.2852 12.6338 22.7801 0.240
H 15.3230 6.4999 19.7151 0.003
H 13.8711 6.2029 18.6944 0.282
H 14.2244 5.1165 20.0717 0.335
H 14.7786 6.8524 23.0205 0.233
H 13.7404 5.3954 22.7217 0.351
H 13.0838 6.8892 23.5473 0.224
H 11.0733 6.8063 19.5787 0.192
H 10.6109 6.8696 21.3251 0.257
H 11.4309 5.3993 20.6619 0.236

=====

92
Properties=species:S:1:pos:R:3:mulliken_charge:R:1 method="wB97M-V/def2-TZVPD" e_above_lowest_ev=0.000 total_energy_ev=-110082.0524 charge=+1 homo_lumo_gap_ha="0.2775 / 0.2773" e_homo_ev="-10.06 / -10.06"
Ni -0.4834 0.0969 -0.2716 0.694
C -0.3269 -4.6428 -2.5711 -1.628
C -0.8844 -3.2430 -2.3110 1.599
C -0.5545 -2.3334 -3.5087 -1.598
C -2.4095 -3.3023 -2.1438 -1.631
P -0.1652 -2.3402 -0.8459 0.287
C 1.6604 -2.4391 -1.1926 -1.193
N 2.0461 -1.0925 -1.5033 0.106
B 1.2794 0.0472 -1.1475 0.237
N 1.8505 1.1394 -1.8676 0.139
C 1.3182 2.4616 -1.9154 -1.969
P -0.2383 2.3687 -0.9149 0.498
C 0.0547 3.7708 0.2845 1.955
C 1.3297 3.3744 1.0740 -1.395
C -1.1671 3.8856 1.2119 -1.676
C 0.3149 5.1258 -0.3842 -1.670
C -1.6534 2.6546 -2.1005 1.775
C -1.8849 4.0906 -2.5596 -1.922
C -2.9018 2.1246 -1.3739 -1.467
C -1.3680 1.7565 -3.3164 -1.642
C 2.9547 0.6791 -2.5986 0.585
C 3.8388 1.3477 -3.4278 -0.808
C 4.8471 0.6074 -4.0413 -0.798
C 4.9676 -0.7600 -3.8178 -0.749
C 4.0837 -1.4314 -2.9756 -0.972
C 3.0735 -0.7004 -2.3762 0.391
C -0.4170 -3.2930 0.7780 2.395
C 0.7301 -2.8990 1.7177 -1.910
C -1.7668 -2.8263 1.3562 -2.063
C -0.4556 -4.8185 0.6659 -2.082
H -0.7190 -4.9870 -3.5343 0.510
H -0.6321 -5.3625 -1.8195 0.352
H 0.7630 -4.6612 -2.6425 0.224
H -1.0478 -2.7238 -4.4040 0.622
H 0.5188 -2.2883 -3.7145 0.252
H -0.9103 -1.3122 -3.3452 0.252
H -2.8622 -3.6738 -3.0683 0.508
H -2.8289 -2.3115 -1.9408 0.220
H -2.7071 -3.9751 -1.3366 0.300
H 1.8703 -3.0767 -2.0494 0.440
H 2.1823 -2.8522 -0.3319 0.288
H 1.1137 2.7673 -2.9447 0.535
H 2.0021 3.1909 -1.4812 0.838
H 1.4996 2.2977 1.1128 0.175
H 1.2533 3.7312 2.1043 0.458
H 2.2174 3.8316 0.6309 0.378
H -1.5143 2.9076 1.5485 0.280
H -1.9941 4.3955 0.7101 0.232
H -0.9062 4.4686 2.0992 0.552
H 1.1054 5.0745 -1.1361 0.302
H 0.6422 5.8296 0.3887 0.511
H -0.5732 5.5438 -0.8488 0.360
H -2.2425 4.7253 -1.7496 0.349
H -2.6518 4.0921 -3.3406 0.482
H -0.9811 4.5341 -2.9834 0.363
H -3.1843 2.7647 -0.5347 0.254
H -2.7284 1.1121 -0.9896 -0.012
H -3.7470 2.0753 -2.0653 0.534
H -0.6712 2.2300 -4.0090 0.349
H -2.2989 1.5718 -3.8587 0.588
H -0.9507 0.7903 -3.0188 0.055
H 3.7532 2.4157 -3.5941 0.495
H 5.5475 1.1031 -4.7022 0.407
H 5.7648 -1.3109 -4.3020 0.413
H 4.1918 -2.4941 -2.7899 0.477
H 0.9897 -1.8437 1.6463 0.239
H 1.6249 -3.4902 1.5157 0.450
H 0.4337 -3.0958 2.7517 0.520
H -1.8549 -1.7464 1.3338 0.392
H -1.8624 -3.1469 2.3992 0.514
H -2.6050 -3.2446 0.7919 0.245
H 0.4544 -5.2173 0.2098 0.389
H -1.3189 -5.1722 0.1016 0.334
H -0.5293 -5.2403 1.6746 0.532
N -2.9920 0.2859 2.5594 -0.219
C -1.7456 0.3155 3.0758 0.436
S -0.4101 0.4763 2.0530 -0.013
N -1.7075 0.1939 4.4127 -0.100
C -0.6392 0.1370 5.3595 0.598
C -0.9750 -0.4135 6.5953 -0.540
C -0.0294 -0.5174 7.5998 -0.632
C 1.2668 -0.0701 7.3822 -0.509
C 1.5908 0.4997 6.1611 -0.709
C 0.6459 0.6156 5.1475 -0.215
H -3.0980 0.4686 1.5808 0.153
H -3.8176 0.2937 3.1345 0.208
H -2.5970 -0.0029 4.8424 0.194
H -1.9878 -0.7639 6.7709 0.315
H -0.3066 -0.9501 8.5532 0.376
H 2.0127 -0.1604 8.1618 0.400
H 2.5942 0.8686 5.9876 0.392
H 0.9164 1.0884 4.2167 0.419

=====

92
Properties=species:S:1:pos:R:3:mulliken_charge:R:1 method="wB97M-V/def2-TZVPD" e_above_lowest_ev=0.732 total_energy_ev=-171229.7175 multiplicity=5 charge=+2 s2=6.130 homo_lumo_gap_ha="0.2213 / 0.2006" e_homo_ev="-13.30 / -13.38"
N 6.2307 -1.9396 -1.9915 -0.498
C 5.7054 -2.8083 -1.1327 -0.462
C 4.4525 -3.3799 -1.3116 -0.360
C 3.7090 -3.0497 -2.4660 0.607
C 4.2900 -2.1531 -3.3962 -0.240
C 5.5732 -1.6454 -3.1205 -0.580
C 2.3688 -3.5363 -2.5989 -0.267
Fe -1.3126 -0.1784 -0.3969 -0.087
P -3.0180 1.0991 0.7052 -0.178
C 1.5026 -3.1638 -3.5865 -0.745
C 0.1454 -2.8726 -3.2406 0.439
C -0.5669 -1.8859 -3.9825 -1.186
C -1.4959 -1.1327 -3.3376 -0.561
C -1.7094 -1.3045 -1.9283 0.506
C -1.2141 -2.5031 -1.2777 -0.357
C -0.3747 -3.3165 -1.9865 -1.027
Br -3.8545 -0.8912 -1.5597 0.062
H 1.9821 -4.1440 -1.7750 0.320
H 1.8481 -2.9305 -4.6011 0.632
H 4.0370 -4.0285 -0.5460 0.411
H 3.7594 -1.8031 -4.2780 0.304
H 6.2925 -3.0450 -0.2364 0.389
H 6.0516 -0.9638 -3.8241 0.386
H -0.3251 -1.6850 -5.0374 0.449
H -0.0481 -4.2629 -1.5434 0.780
H -2.1619 -0.4717 -3.9252 0.790
H -1.6313 -2.8584 -0.3236 0.699
P 0.4005 1.5630 -0.9892 1.805
C -3.8230 -0.3470 1.5788 0.271
C -5.2910 -0.3120 1.9607 -1.594
H -3.1988 -0.5289 2.4737 0.080
H -3.6943 -1.2172 0.9149 0.157
H -5.5061 -1.2385 2.5085 0.456
H -5.5432 0.5163 2.6235 0.303
H -5.9419 -0.2931 1.0794 0.296
C -3.7002 2.1969 -0.6570 0.041
C -5.1522 2.6167 -0.4628 -1.382
H -3.5795 1.7106 -1.6348 0.429
H -3.0164 3.0642 -0.6473 0.227
H -5.6569 2.6800 -1.4383 0.400
H -5.7334 1.9141 0.1512 0.232
H -5.2078 3.6176 -0.0139 0.362
C -2.8737 2.3310 2.0513 0.264
C -4.1731 2.6043 2.8106 -1.602
H -2.4858 3.2584 1.6080 0.475
H -2.0948 1.9137 2.7072 0.128
H -4.1044 3.5794 3.3117 0.386
H -5.0557 2.6442 2.1585 0.308
H -4.3409 1.8525 3.5926 0.398
C 1.1656 2.9589 -0.0480 -1.471
C 0.2179 3.8872 0.7008 -1.257
H 1.7383 3.5294 -0.7967 0.743
H 1.9116 2.5836 0.6590 0.620
H 0.8182 4.6646 1.1976 0.470
H -0.4967 4.3868 0.0351 0.297
H -0.3421 3.3643 1.4872 0.043
C -0.3424 2.6510 -2.2870 -0.801
C -0.5469 2.0106 -3.6399 -0.982
H 0.3007 3.5385 -2.3698 0.647
H -1.3104 2.9736 -1.8761 -0.017
H -1.0417 2.7123 -4.3209 0.454
H 0.3858 1.6728 -4.0987 0.258
H -1.1992 1.1432 -3.5366 -0.012
C 1.9159 0.8469 -1.7990 -0.159
C 3.1906 0.7624 -0.9649 -0.670
H 2.0988 1.4516 -2.6975 0.687
H 1.6246 -0.1568 -2.1371 -0.285
H 4.0521 0.6296 -1.6384 0.366
H 3.3803 1.6667 -0.3706 0.373
H 3.1934 -0.1007 -0.2855 -0.227
C 1.3357 -0.3473 4.5822 -0.930
N 0.4875 -1.4647 4.1166 0.214
C 1.3311 -2.5208 3.5176 -0.927
N 2.2106 -2.0057 2.4341 0.185
C 2.9960 -0.8553 2.9445 -0.897
N 2.1273 0.2225 3.4683 0.150
C 1.2951 0.8328 2.4507 -1.085
P 0.1369 -0.3911 1.5809 2.092
C -0.5606 -1.0170 3.2136 -1.462
C 1.4472 -1.6863 1.2371 -0.098
H 2.0616 -0.7286 5.3200 0.332
H 0.7160 0.4543 5.0111 0.368
H 0.6861 -3.3082 3.1013 0.360
H 1.9724 -2.9349 4.3095 0.322
H 3.6374 -0.4561 2.1474 0.311
H 3.6158 -1.2005 3.7904 0.313
H 0.6897 1.6412 2.8908 0.345
H 1.9652 1.2703 1.7048 0.275
H -1.2461 -1.8468 3.0072 0.540
H -1.1290 -0.1995 3.6814 0.372
H 2.1104 -1.3263 0.4383 -1.053
H 0.9364 -2.5801 0.8507 0.530